1.
{"formula": "C21H27N3O5S", "method": "ωB97M-V with the def2-TZVPD basis set", "homo_lumo_gap_ev": 8.341, "energy_ha": -1755.103311, "fmax_ev_per_a": 1.048, "multiplicity": 1, "e_above_lowest_kj_mol": 111.13, "smiles": "CC[C@H](C)NC(=O)CN(c1ccc(OC)cc1)S(=O)(=O)c1ccc(NC(C)=O)cc1", "elements": ["C", "C", "C", "C", "N", "C", "O", "C", "N", "C", "C", "C", "C", "O", "C", "C", "C", "S", "O", "O", "C", "C", "C", "C", "N", "C", "C", "O", "C", "C", "H", "H", "H", "H", "H", "H", "H", "H", "H", "H", "H", "H", "H", "H", "H", "H", "H", "H", "H", "H", "H", "H", "H", "H", "H", "H", "H"], "coordinates": [[-2.944709, -2.464821, -1.114565], [-4.176322, -2.316369, -0.227730], [-3.939979, -1.414727, 0.982633], [-5.183493, -1.341008, 1.871291], [-3.578124, -0.077191, 0.543196], [-2.828864, 0.745276, 1.285199], [-2.401072, 0.455868, 2.389229], [-2.581195, 2.129821, 0.650292], [-1.453329, 2.231480, -0.252219], [-0.130593, 2.311242, 0.224563], [0.265211, 1.790744, 1.450180], [1.607252, 1.720262, 1.784201], [2.578366, 2.165163, 0.896725], [3.923982, 2.054704, 1.087779], [4.375275, 1.310094, 2.197509], [2.172813, 2.772099, -0.293217], [0.837917, 2.850127, -0.622443], [-1.571790, 1.569347, -1.794462], [-1.292651, 2.563448, -2.786038], [-2.859789, 0.930141, -1.894785], [-0.220448, 0.390624, -1.789124], [-0.038327, -0.431652, -0.691522], [1.155357, -1.107052, -0.527891], [2.172043, -0.953786, -1.469835], [3.430357, -1.529354, -1.302316], [4.029737, -1.894492, -0.123895], [5.457274, -2.350696, -0.325679], [3.487721, -1.851473, 0.954019], [1.940906, -0.193373, -2.617353], [0.753602, 0.494656, -2.763989], [-3.143627, -3.177011, -1.911915], [-2.096555, -2.826490, -0.536798], [-2.678895, -1.513456, -1.569035], [-4.484594, -3.298600, 0.135926], [-4.998362, -1.904780, -0.817460], [-3.105088, -1.797446, 1.583425], [-5.445185, -2.329618, 2.238548], [-4.985695, -0.693949, 2.721522], [-6.024463, -0.939101, 1.310728], [-3.805455, 0.193455, -0.405513], [-3.464475, 2.423233, 0.078742], [-2.420677, 2.845276, 1.461635], [-0.462985, 1.407685, 2.146664], [1.877270, 1.282865, 2.731267], [3.988984, 0.286468, 2.172400], [4.095507, 1.786036, 3.142226], [5.461243, 1.292418, 2.115882], [2.927944, 3.163881, -0.956108], [0.530067, 3.299880, -1.551954], [-0.814465, -0.520949, 0.050995], [1.321817, -1.711995, 0.346906], [4.026151, -1.491547, -2.118351], [5.852850, -2.715473, 0.617615], [5.502309, -3.144782, -1.067567], [6.067292, -1.515874, -0.665492], [2.712733, -0.104043, -3.368068], [0.579219, 1.144813, -3.605981]], "atomic_forces_ev_per_a": [[-0.2, 0.0, 0.0], [0.4, 0.1, 0.1], [-0.3, -0.2, 0.2], [0.3, 0.0, 0.0], [-0.2, -0.4, -0.3], [-0.1, 0.5, -0.2], [0.1, -0.1, 0.4], [-0.5, -0.1, 0.1], [-0.1, -0.5, -0.9], [0.8, 0.4, 0.5], [-0.2, 0.2, -0.2], [0.3, 0.1, 0.1], [-0.1, 0.0, -0.1], [-0.2, 0.2, -0.2], [0.0, -0.1, 0.2], [0.1, -0.1, 0.2], [0.1, 0.1, 0.3], [0.0, -0.2, 0.0], [0.3, 0.0, 0.0], [0.0, 0.0, 0.1], [-0.5, 0.4, -0.1], [0.0, -0.2, -0.2], [-0.1, -0.1, 0.1], [-0.4, 0.2, 0.0], [0.1, 0.0, -0.4], [0.4, -0.1, -0.2], [0.0, 0.0, 0.2], [-0.1, 0.0, 0.3], [-0.1, -0.1, 0.1], [-0.1, -0.1, -0.1], [0.1, -0.1, -0.1], [0.1, 0.0, 0.0], [0.1, 0.0, -0.1], [-0.1, 0.0, 0.0], [-0.2, 0.0, 0.0], [-0.1, 0.0, -0.1], [-0.1, -0.1, 0.1], [0.0, 0.1, 0.1], [-0.1, 0.0, -0.1], [0.1, 0.0, 0.2], [0.0, 0.0, 0.2], [0.0, -0.1, -0.1], [-0.1, -0.1, 0.0], [0.1, -0.1, 0.1], [0.0, 0.1, 0.0], [0.0, 0.0, 0.0], [-0.1, 0.0, 0.1], [0.1, 0.0, -0.1], [0.1, 0.1, -0.1], [-0.1, 0.0, 0.2], [0.0, 0.0, 0.0], [0.0, -0.1, 0.2], [0.0, 0.0, 0.0], [0.0, 0.0, -0.1], [0.1, 0.1, -0.1], [0.1, 0.0, -0.1], [0.1, 0.1, -0.1]], "nbo_charge": [-0.613, -0.400, -0.050, -0.606, -0.625, 0.658, -0.648, -0.307, -0.690, 0.175, -0.260, -0.284, 0.300, -0.500, -0.261, -0.241, -0.238, 2.326, -0.930, -0.970, -0.359, -0.170, -0.191, 0.166, -0.608, 0.693, -0.715, -0.599, -0.241, -0.165, 0.213, 0.200, 0.219, 0.209, 0.197, 0.210, 0.208, 0.224, 0.202, 0.437, 0.231, 0.241, 0.257, 0.225, 0.199, 0.173, 0.194, 0.222, 0.242, 0.237, 0.250, 0.398, 0.245, 0.229, 0.232, 0.212, 0.247]}


2.
{"formula": "C21H27N4O2SbSe4SiY", "method": "ωB97M-V with the def2-TZVPD basis set", "total_charge": -1, "homo_lumo_gap_ev": 4.063, "energy_ha": -11359.993126, "fmax_ev_per_a": 2.034, "multiplicity": 1, "e_above_lowest_kj_mol": 173.92, "elements": ["Y", "O", "C", "C", "C", "C", "N", "C", "C", "C", "C", "C", "C", "O", "C", "C", "N", "H", "H", "H", "H", "H", "H", "H", "H", "H", "H", "H", "H", "C", "C", "C", "C", "C", "C", "N", "N", "Si", "C", "C", "C", "H", "H", "H", "H", "H", "H", "H", "H", "H", "H", "H", "H", "H", "H", "H", "Se", "Sb", "Se", "Se", "Se"], "coordinates": [[-0.685007, -0.314247, -0.373304], [6.149924, 2.210671, -0.627650], [5.865187, 0.825598, -0.671196], [4.383626, 0.582838, -0.772259], [3.900149, -0.716939, -0.836110], [2.538300, -0.913711, -0.857707], [1.659369, 0.094128, -0.844786], [2.115184, 1.354588, -0.803019], [3.477464, 1.624724, -0.777773], [1.101608, 2.440221, -0.791322], [1.459160, 3.779720, -0.748619], [0.475969, 4.754547, -0.672719], [0.840355, 6.201185, -0.505197], [2.064040, 6.457328, -1.177257], [-0.849407, 4.354262, -0.690538], [-1.124424, 3.006935, -0.784374], [-0.185104, 2.066505, -0.836051], [6.839479, 2.372724, 0.019765], [6.231016, 0.313242, 0.222954], [6.357554, 0.369540, -1.537117], [4.568748, -1.568056, -0.830619], [2.120861, -1.913342, -0.874765], [3.852300, 2.632881, -0.721064], [2.492289, 4.086704, -0.736066], [0.935911, 6.399054, 0.568121], [0.034726, 6.831295, -0.894029], [2.383841, 7.323170, -0.910460], [-1.657541, 5.069695, -0.622394], [-2.150413, 2.657493, -0.783850], [-4.489261, 0.690302, -1.156434], [-4.128329, -0.766825, -1.188594], [-5.055071, -1.744607, -1.467006], [-4.630916, -3.078660, -1.451787], [-3.330992, -3.392298, -1.159388], [-2.406865, -2.355829, -0.868685], [-2.849125, -1.062581, -0.911555], [-1.102107, -2.536045, -0.548822], [-0.669017, -3.719465, 0.663190], [1.024659, -3.289780, 1.349384], [-1.962827, -3.754616, 2.006730], [-0.506026, -5.450304, -0.078315], [-5.562931, 0.825123, -1.037952], [-4.184920, 1.185253, -2.082889], [-3.988412, 1.172917, -0.315244], [-6.083203, -1.480548, -1.669025], [-5.337802, -3.870794, -1.669344], [-2.986262, -4.415636, -1.146820], [1.242149, -2.220392, 1.318165], [1.822189, -3.845812, 0.847317], [1.050112, -3.548540, 2.411090], [-2.206143, -2.741394, 2.336994], [-1.585472, -4.279966, 2.887555], [-2.878259, -4.253983, 1.680406], [0.211878, -5.455640, -0.902783], [-1.452789, -5.845687, -0.451323], [-0.142179, -6.144953, 0.684771], [1.792800, 0.734020, 4.956615], [-0.610861, 0.647987, 4.664189], [-0.656606, 0.139981, 1.951667], [-1.777396, 2.766460, 4.703912], [-1.755161, -1.290465, 5.513376]], "atomic_forces_ev_per_a": [[-0.1, -0.1, -1.2], [0.0, 0.0, 0.0], [0.0, 0.0, 0.0], [0.1, -0.1, 0.0], [0.0, 0.0, 0.1], [-0.1, 0.1, -0.1], [0.3, 0.1, -0.1], [0.2, -0.2, -0.2], [-0.1, 0.1, 0.1], [-0.1, 0.2, -0.2], [0.0, 0.0, 0.2], [0.0, 0.0, 0.0], [0.0, 0.0, 0.0], [0.0, 0.0, 0.0], [0.1, 0.0, 0.0], [-0.2, -0.1, 0.1], [0.1, 0.1, -0.2], [0.0, 0.0, 0.0], [0.0, 0.0, 0.0], [0.0, 0.0, 0.0], [0.0, 0.0, 0.0], [0.0, 0.0, 0.0], [0.0, 0.0, 0.0], [0.0, 0.0, 0.0], [0.0, 0.0, 0.0], [0.0, 0.0, 0.0], [0.0, 0.0, 0.0], [0.0, 0.0, 0.0], [0.0, 0.0, 0.0], [0.0, 0.0, 0.0], [0.0, 0.0, 0.0], [0.0, 0.0, 0.1], [0.0, 0.0, 0.0], [0.0, 0.0, 0.0], [-0.2, -0.2, -0.1], [-0.1, -0.1, -0.4], [-0.2, -0.3, 0.0], [0.0, -0.1, 0.0], [0.0, 0.0, 0.0], [0.1, 0.0, 0.0], [0.0, 0.0, 0.0], [0.0, 0.0, 0.0], [0.0, 0.0, 0.0], [0.0, 0.0, 0.0], [0.0, 0.0, 0.0], [0.0, 0.0, 0.0], [0.0, 0.0, 0.0], [0.0, 0.0, 0.0], [0.0, 0.0, 0.0], [0.0, 0.0, 0.0], [0.0, 0.0, 0.0], [0.0, 0.0, 0.0], [0.0, 0.0, 0.0], [0.0, 0.0, 0.0], [0.0, 0.0, 0.0], [0.0, 0.0, 0.0], [0.0, 0.0, -0.1], [0.2, 0.1, 0.2], [-0.1, 0.4, 2.0], [0.0, 0.0, -0.1], [0.0, 0.0, -0.1]], "nbo_charge": [1.616, -0.719, -0.090, 0.025, -0.240, 0.077, -0.525, 0.177, -0.179, 0.269, -0.230, 0.035, -0.091, -0.718, -0.226, 0.085, -0.524, 0.483, 0.195, 0.180, 0.224, 0.224, 0.235, 0.236, 0.199, 0.172, 0.476, 0.226, 0.208, -0.645, 0.275, -0.325, -0.129, -0.310, 0.433, -0.648, -1.220, 1.821, -1.137, -1.152, -1.127, 0.223, 0.212, 0.239, 0.211, 0.209, 0.221, 0.252, 0.213, 0.266, 0.283, 0.250, 0.223, 0.222, 0.218, 0.231, -0.825, 1.135, -0.808, -0.817, -0.792]}